# C48H76N12O16

A 12-piece molecular cluster, C48H76N12O16 overall in a non-equilibrium geometry (wB97M-V/def2-TZVPD, the Open Molecules 2025 dataset).

Computed properties:
SMILES = O=[N+]([O-])c1ccccc1.O=[N+]([O-])c1ccccc1.O=[N+]([O-])c1ccccc1.O=[N+]([O-])c1ccccc1.CN(C)C=O.CN(C)C=O.CN(C)C=O.CN(C)C=O.CN(C)C=O.CN(C)C=O.CN(C)C=O.CN(C)C=O
Strongest force on any atom = 0.10400 hartree/bohr
Energy above the lowest of the compared OMol25 structures with the same formula, charge and spin = 34.1 kcal/mol
Energy = -3734.886556 a.u.
Frontier orbital gap = 8.210 eV
Multiplicity = 1
LUMO = -0.904 eV
Highest occupied orbital energy = -9.1 eV
Total charge = 0

Structure (XYZ):
```
152
Properties=species:S:1:pos:R:3:forces:R:3:mulliken_charge:R:1
O -10.95852 11.56407 2.52369 0.1 0.5 -0.6 -0.562
N -10.80800 10.57019 3.18073 -0.6 -0.3 1.6 0.942
O -11.41322 10.37975 4.25815 1.4 -0.5 -1.8 -0.574
C -9.83177 9.57461 2.66268 0.8 -1.7 -0.1 -0.042
C -9.60573 8.34446 3.32741 -1.9 1.9 0.9 -0.243
C -8.74935 7.44281 2.84162 1.2 -1.8 0.2 -0.342
C -8.01604 7.61801 1.69315 0.5 0.2 -0.9 -0.405
C -8.10337 8.81894 1.04339 -1.3 1.6 1.0 -0.448
C -9.05002 9.79051 1.52718 0.7 0.1 -0.1 -0.197
H -10.09002 8.04901 4.24641 -0.3 0.6 0.1 0.392
H -8.54861 6.59000 3.47315 -0.2 -0.4 -0.2 0.336
H -7.36414 6.85944 1.28571 0.2 -0.1 0.3 0.381
H -7.38874 9.12409 0.29333 -0.3 -0.2 -0.4 0.365
H -9.05599 10.75258 1.03649 -0.3 0.1 0.0 0.399
O 5.13609 -2.65134 7.95978 1.1 0.9 -1.3 -0.563
N 5.23932 -2.04425 6.87804 -1.0 -0.9 2.1 0.894
O 4.28896 -1.98817 6.11712 0.9 0.6 -0.4 -0.550
C 6.52754 -1.36979 6.53792 1.0 -0.6 -0.2 0.254
C 7.74628 -1.81951 7.06171 -0.5 -0.4 0.1 -0.204
C 8.98813 -1.36056 6.57667 -1.2 0.9 0.5 -0.488
C 8.96285 -0.33973 5.63932 -1.4 -0.6 -0.6 -0.412
C 7.70098 0.00419 5.05851 2.1 2.1 -0.1 -0.438
C 6.51134 -0.39354 5.53963 -1.6 -2.2 1.3 -0.401
H 7.74169 -2.52528 7.87918 -0.1 -0.2 -0.1 0.402
H 9.89279 -1.70457 7.05590 0.1 0.0 -0.1 0.372
H 9.85696 0.18675 5.33969 0.0 -0.2 -0.2 0.379
H 7.66785 0.80695 4.33680 0.3 0.0 -0.3 0.339
H 5.49734 -0.14779 5.26067 0.3 0.6 -0.8 0.415
O -2.88482 2.61977 -10.26571 1.6 1.1 -1.5 -0.576
N -1.83606 3.12985 -9.87680 0.2 -1.2 2.5 0.909
O -1.60796 3.14457 -8.66334 0.5 0.6 -0.9 -0.568
C -0.69439 3.70441 -10.72600 -0.7 -0.2 -1.0 0.304
C -0.96717 3.76972 -12.11269 0.2 2.1 0.2 -0.368
C -0.15882 4.60610 -12.88251 -0.6 -0.7 -0.3 -0.343
C 1.00108 5.12416 -12.40069 1.5 0.4 1.0 -0.384
C 1.33970 5.03200 -11.06088 -1.5 -2.2 1.1 -0.363
C 0.48190 4.26024 -10.15624 -0.1 1.4 -2.0 -0.421
H -1.88421 3.55850 -12.64262 -0.3 -0.8 0.9 0.342
H -0.44949 4.95106 -13.86379 -0.2 -0.7 -0.3 0.346
H 1.72621 5.58370 -13.05599 -0.2 0.5 -0.2 0.351
H 2.27194 5.47354 -10.74095 -0.1 -0.1 0.4 0.359
H 0.70041 4.27880 -9.09874 -0.3 -0.3 0.0 0.413
O -2.86338 0.86638 -0.00369 1.1 -0.8 1.0 -0.564
N -2.04693 0.37879 0.79023 -0.5 0.8 -0.3 0.935
O -2.13220 0.49004 2.00868 0.4 -0.5 -1.2 -0.561
C -0.87542 -0.33301 0.18966 1.0 0.0 -1.9 0.144
C -0.60096 -0.16825 -1.22962 -1.3 0.7 1.9 -0.338
C 0.50764 -0.72813 -1.80663 -0.6 0.4 -0.5 -0.529
C 1.35302 -1.45784 -1.02514 1.1 -1.2 0.2 -0.260
C 1.03134 -1.82504 0.24385 -0.5 1.4 1.0 -0.502
C -0.02918 -1.14292 0.91761 0.3 -1.5 0.0 -0.298
H -1.27092 0.48669 -1.76683 -0.1 -0.2 -0.2 0.425
H 0.70820 -0.70990 -2.86768 -0.1 0.6 -0.1 0.397
H 2.31739 -1.80939 -1.36101 -0.1 -0.2 -0.6 0.356
H 1.72020 -2.54131 0.66674 -0.3 0.1 0.9 0.375
H -0.17733 -1.38973 1.95854 -0.3 0.3 0.1 0.421
C -4.49471 -3.73207 7.17166 2.5 0.7 1.2 -0.934
N -5.04207 -4.62346 6.28747 -3.8 -2.9 -2.5 0.103
C -4.31213 -5.80333 5.73327 0.6 1.7 0.4 -0.908
C -6.35643 -4.51077 5.82432 2.8 2.1 2.2 0.055
O -6.75179 -5.05981 4.86661 -1.8 -1.9 -2.3 -0.509
H -4.95884 -2.75792 7.32568 -1.1 -0.6 0.3 0.340
H -3.56558 -3.34721 6.75131 0.7 -0.2 0.0 0.299
H -4.23735 -4.33614 8.04169 0.1 0.9 0.9 0.321
H -4.99232 -6.48430 5.22169 0.1 0.6 -0.2 0.280
H -3.56589 -5.29636 5.12155 0.1 -0.8 -0.8 0.322
H -3.72905 -6.39798 6.43648 -0.3 0.3 0.7 0.315
H -6.91665 -3.74035 6.37642 -0.2 0.0 0.1 0.316
C -2.58210 -3.85933 -8.16125 -0.8 1.0 -1.5 -0.874
N -2.68497 -4.68174 -9.37698 0.5 -2.8 0.6 0.108
C -2.58294 -6.18112 -9.16333 -0.4 0.9 -1.0 -0.927
C -2.89859 -4.17108 -10.59412 1.9 -1.1 -3.8 0.120
O -2.73914 -4.75163 -11.74356 -1.2 1.8 4.6 -0.630
H -1.97859 -4.33317 -7.38706 -0.2 0.1 -0.2 0.282
H -3.57363 -3.53325 -7.84719 -0.2 -0.6 0.7 0.338
H -2.18058 -2.90181 -8.49292 0.7 0.0 0.3 0.324
H -2.47413 -6.75066 -10.08631 -0.1 0.7 -0.4 0.311
H -1.68984 -6.48219 -8.61575 -0.3 0.4 0.6 0.328
H -3.54426 -6.50182 -8.76194 0.3 -0.2 0.6 0.337
H -3.02754 -3.08034 -10.51747 -0.3 0.0 -0.4 0.284
C -2.74992 -7.61764 -2.41546 -0.8 0.9 1.8 -0.888
N -4.02224 -6.91091 -2.60179 -0.3 -1.4 -2.2 0.088
C -4.26117 -5.68030 -1.85714 -0.5 -1.1 1.0 -0.818
C -4.96112 -7.62238 -3.32230 -1.9 2.3 -0.4 0.131
O -6.09484 -7.20470 -3.60196 1.6 -0.6 0.8 -0.587
H -2.51990 -8.40865 -3.12926 -0.2 0.4 -0.2 0.279
H -2.90191 -8.05134 -1.42707 0.9 -0.5 0.2 0.376
H -1.97282 -6.86036 -2.31186 0.3 -0.3 -0.3 0.247
H -5.19821 -5.17898 -2.09949 0.5 0.2 -1.0 0.309
H -4.50516 -5.94583 -0.82852 0.3 -0.3 0.5 0.347
H -3.34217 -5.09840 -1.78679 -0.3 0.3 -0.5 0.244
H -4.65368 -8.59263 -3.74219 0.5 0.1 0.4 0.272
C -0.36397 6.08073 -2.05876 0.6 1.2 1.2 -0.846
N 0.82335 6.55415 -1.30893 -1.2 -1.1 -0.2 0.041
C 1.74072 5.44516 -1.02758 0.6 1.4 1.0 -0.944
C 1.15730 7.87707 -1.23601 2.6 -0.9 0.2 0.193
O 2.30020 8.25128 -0.92707 -2.2 -0.1 -0.3 -0.597
H 0.04395 5.48819 -2.87768 -0.7 0.0 -0.2 0.288
H -0.94234 6.95794 -2.34872 0.1 -0.1 -0.6 0.321
H -1.02229 5.54028 -1.37859 0.1 -0.5 -0.2 0.268
H 1.34645 4.62230 -0.43130 -0.9 0.0 -0.5 0.325
H 2.19181 5.09196 -1.95487 0.2 -0.1 0.2 0.343
H 2.45161 5.84360 -0.30372 0.7 0.1 -0.6 0.319
H 0.33024 8.54108 -1.53142 0.1 0.1 0.1 0.288
C 11.27106 -3.32876 -1.05409 0.2 1.0 0.0 -0.812
N 10.50350 -4.47810 -0.83182 -1.2 -1.9 0.8 0.007
C 9.83609 -4.99173 -2.01950 0.9 0.1 -0.1 -0.857
C 9.86087 -4.57332 0.35560 -0.9 -0.5 1.0 0.089
O 8.80033 -5.13253 0.54330 -0.2 -0.4 -0.5 -0.561
H 12.14749 -3.49125 -1.68144 -0.1 0.0 -0.1 0.223
H 11.57801 -2.95768 -0.07624 0.1 0.4 -0.2 0.304
H 10.53364 -2.68645 -1.53549 0.7 1.1 -0.2 0.342
H 10.69197 -5.08996 -2.68728 -0.4 -0.6 -0.5 0.318
H 9.29749 -5.92370 -1.84790 0.3 0.2 0.1 0.283
H 9.17783 -4.26019 -2.48815 -0.3 0.2 0.2 0.330
H 10.31252 -4.15063 1.26639 0.8 0.4 -0.5 0.333
C 3.73780 -9.00588 -4.64527 -1.1 -1.2 0.0 -0.864
N 3.26184 -10.35403 -4.13813 -0.5 1.5 -1.7 0.040
C 3.46908 -10.65824 -2.76123 0.6 0.8 0.0 -0.772
C 3.02837 -11.35139 -5.03393 3.4 -0.1 -1.0 0.093
O 3.49530 -11.32319 -6.17951 -1.7 0.1 0.8 -0.577
H 3.24406 -8.79473 -5.59381 -0.1 -0.3 0.1 0.299
H 4.79845 -8.91340 -4.87884 0.2 -0.4 0.5 0.307
H 3.39056 -8.25157 -3.93919 0.3 -0.1 0.1 0.328
H 3.03079 -9.87342 -2.14474 -0.5 -0.4 0.3 0.243
H 3.13141 -11.67585 -2.56492 0.0 0.3 0.4 0.278
H 4.54125 -10.53502 -2.60835 0.3 -0.6 0.5 0.333
H 2.74628 -12.31482 -4.58180 -0.7 0.2 0.0 0.294
C 0.40168 2.46545 11.16868 -1.3 0.5 0.5 -0.930
N 1.02863 2.59037 9.89222 1.5 0.5 2.5 0.088
C 0.51505 1.84502 8.80794 -0.2 -0.2 -0.5 -0.852
C 2.06152 3.43750 9.79392 0.0 0.6 -2.9 0.117
O 2.59741 3.61601 8.69903 0.4 0.2 0.9 -0.610
H 0.03626 1.44216 11.25496 -0.4 0.3 0.3 0.268
H -0.34735 3.25690 11.19461 -1.1 -0.6 0.2 0.363
H 0.93141 2.72725 12.08462 1.1 -0.3 -0.5 0.336
H 0.08770 0.92529 9.20741 0.3 -0.2 -0.3 0.287
H -0.31369 2.37809 8.34196 0.0 0.1 -0.3 0.296
H 1.33993 1.70766 8.10880 -0.4 -0.3 -0.2 0.317
H 2.28520 4.08863 10.65311 0.0 -0.5 0.3 0.321
C -1.23627 7.55053 4.74570 0.7 0.0 0.1 -0.918
N -1.14268 8.78913 5.52354 -0.2 -2.2 -1.2 0.042
C -2.44071 9.41362 5.44321 0.8 1.8 1.2 -0.952
C 0.03997 9.27160 6.03934 -2.1 -0.5 -0.2 0.247
O 0.11330 10.35525 6.55393 0.7 0.5 0.3 -0.567
H -0.27565 7.05025 4.62312 0.1 0.2 -0.1 0.305
H -1.66171 7.79727 3.77296 0.2 -0.1 -0.2 0.321
H -1.91016 6.81334 5.18217 -0.1 0.1 0.4 0.297
H -3.25893 8.70820 5.58809 0.2 -0.1 0.0 0.315
H -2.42862 10.14953 6.24719 -0.5 0.2 0.0 0.328
H -2.57484 9.95455 4.50646 -0.1 -0.1 -0.2 0.323
H 0.81781 8.49398 5.98974 0.3 0.3 -0.1 0.260
```
Forces are in eV/Å.